[1]
{"formula": "C40H38F7O3P", "method": "ωB97M-V/def2-TZVPD", "largest_force_ev_per_a": 0.24, "homo_lumo_gap_ev": 9.80, "charge": 0, "e_tot_ha": -2813.13845, "smiles": "O=[PH2]COC(=O)CCF.Fc1ccccc1.Fc1ccccc1.Fc1ccccc1.Fc1ccccc1.Fc1ccccc1.Fc1ccccc1", "lumo_energy_ev": 0.7, "symbols": ["P", "F", "F", "F", "F", "F", "F", "F", "O", "O", "O", "C", "C", "C", "C", "C", "C", "C", "C", "C", "C", "C", "C", "C", "C", "C", "C", "C", "C", "C", "C", "C", "C", "C", "C", "C", "C", "C", "C", "C", "C", "C", "C", "C", "C", "C", "C", "C", "C", "C", "C", "H", "H", "H", "H", "H", "H", "H", "H", "H", "H", "H", "H", "H", "H", "H", "H", "H", "H", "H", "H", "H", "H", "H", "H", "H", "H", "H", "H", "H", "H", "H", "H", "H", "H", "H", "H", "H", "H"], "coordinates": [[-5.85, 9.90, -2.34], [0.71, -1.27, 0.61], [-1.35, 6.52, -0.21], [3.34, -1.67, -1.67], [0.51, -8.24, 5.41], [-2.01, 3.65, -3.79], [3.91, -6.51, 3.22], [-5.24, 3.74, -3.85], [-7.77, 5.64, -2.82], [-4.60, 9.67, -3.09], [-7.18, 7.79, -3.09], [3.96, -2.54, -0.83], [1.65, -8.49, 8.82], [-1.48, 3.65, -7.36], [-5.60, 6.10, -3.76], [-0.70, 4.79, -7.50], [-0.05, -0.38, -0.06], [-0.37, 5.54, -6.38], [-1.93, 3.25, -6.10], [1.95, -9.43, 2.39], [-0.50, 4.39, 0.30], [-0.81, 5.16, -5.12], [-1.58, 1.43, -1.44], [0.73, 6.40, 0.87], [5.23, -4.28, 0.87], [-4.93, 4.89, -3.14], [2.18, -7.01, 6.52], [-0.26, 1.22, -1.80], [0.53, 0.31, -1.11], [1.74, 5.61, 1.42], [4.61, -8.61, 2.42], [1.21, -7.99, 6.54], [1.63, 4.22, 1.41], [0.51, 3.62, 0.85], [-0.37, 5.76, 0.32], [2.89, -6.77, 7.68], [3.59, -7.77, 2.81], [-1.58, 4.02, -5.02], [-6.94, 6.43, -3.16], [2.63, -7.51, 8.83], [4.28, -9.89, 2.01], [-1.36, -0.21, 0.32], [5.97, -3.47, 0.02], [-6.77, 8.40, -1.86], [2.27, -8.14, 2.80], [0.93, -8.74, 7.67], [3.84, -4.20, 0.86], [2.95, -10.30, 1.99], [3.19, -3.32, 0.00], [-2.13, 0.71, -0.38], [5.34, -2.59, -0.84], [-1.76, -0.78, 1.15], [0.92, -9.74, 2.38], [-0.36, 5.09, -8.48], [2.11, -3.23, -0.02], [0.80, 7.48, 0.86], [-6.85, 10.64, -3.00], [-3.16, 0.87, -0.09], [1.45, -9.06, 9.72], [1.56, 0.13, -1.37], [3.20, -7.31, 9.74], [2.70, -11.30, 1.67], [0.42, 2.54, 0.83], [0.17, 1.78, -2.62], [3.66, -6.01, 7.69], [-6.09, 7.76, -1.29], [2.37, -6.46, 5.61], [-0.56, 5.73, -4.23], [-2.54, 2.37, -5.96], [5.72, -4.96, 1.55], [-7.64, 8.63, -1.24], [5.90, -1.95, -1.52], [7.05, -3.53, 0.03], [-1.75, 3.06, -8.22], [0.23, 6.43, -6.49], [2.42, 3.62, 1.83], [0.16, -9.50, 7.63], [5.06, -10.57, 1.70], [-5.78, 5.87, -4.82], [-5.26, 4.72, -2.11], [-5.72, 10.56, -1.11], [-3.85, 5.00, -3.16], [1.51, -7.44, 3.12], [2.61, 6.08, 1.85], [3.26, -4.82, 1.53], [5.64, -8.27, 2.45], [-4.95, 6.98, -3.72], [-2.18, 2.15, -1.98], [-1.38, 3.94, -0.14]]}

***

[2]
{"formula": "C2H5ClFN", "method": "ωB97M-V/def2-TZVPD", "de_lowest_kj_mol": 247.7, "largest_force_ev_per_a": 6.86, "homo_lumo_gap_ev": 11.34, "charge": 0, "e_tot_ha": -693.91562, "lumo_energy_ev": 0.7, "symbols": ["Cl", "F", "N", "C", "C", "H", "H", "H", "H", "H"], "coordinates": [[-1.30, -0.83, -0.07], [-0.69, 1.51, -0.04], [2.20, -0.60, 0.29], [-0.16, 0.42, 0.42], [1.17, 0.42, -0.36], [2.91, -0.70, -0.86], [0.59, 0.01, -1.28], [1.72, -1.58, 0.16], [0.02, 0.50, 1.50], [1.65, 1.47, -0.30]]}

***

[3]
{"formula": "C38H91Cl2FNO27P6", "method": "ωB97M-V/def2-TZVPD", "largest_force_ev_per_a": 8.26, "homo_lumo_gap_ev": 7.06, "charge": 1, "e_tot_ha": -6656.78824, "lumo_energy_ev": -4.0, "symbols": ["Cl", "Cl", "P", "P", "P", "P", "P", "P", "F", "O", "O", "O", "O", "O", "O", "O", "O", "O", "O", "O", "O", "O", "O", "O", "O", "O", "O", "O", "O", "O", "O", "O", "O", "O", "O", "O", "N", "C", "C", "C", "C", "C", "C", "C", "C", "C", "C", "C", "C", "C", "C", "C", "C", "C", "C", "C", "C", "C", "C", "C", "C", "C", "C", "C", "C", "C", "C", "C", "C", "C", "C", "C", "C", "C", "C", "H", "H", "H", "H", "H", "H", "H", "H", "H", "H", "H", "H", "H", "H", "H", "H", "H", "H", "H", "H", "H", "H", "H", "H", "H", "H", "H", "H", "H", "H", "H", "H", "H", "H", "H", "H", "H", "H", "H", "H", "H", "H", "H", "H", "H", "H", "H", "H", "H", "H", "H", "H", "H", "H", "H", "H", "H", "H", "H", "H", "H", "H", "H", "H", "H", "H", "H", "H", "H", "H", "H", "H", "H", "H", "H", "H", "H", "H", "H", "H", "H", "H", "H", "H", "H", "H", "H", "H", "H", "H", "H"], "coordinates": [[-1.59, -4.17, 1.28], [-2.55, -0.69, 2.22], [-2.32, 4.51, 4.95], [7.26, -2.03, -3.55], [-3.14, -8.75, 4.40], [-5.43, 6.63, -2.34], [9.94, 1.44, -8.80], [-1.82, -0.34, 7.91], [-1.55, -4.30, -2.88], [9.44, -0.10, -8.68], [-3.06, -8.74, 5.86], [-0.52, -0.15, 8.87], [4.54, 1.75, 0.17], [-6.09, 6.63, -3.85], [-1.15, -1.23, 6.90], [-1.74, 5.99, 5.45], [-3.17, -0.18, 6.88], [6.04, -2.91, -4.10], [-3.11, 3.27, 4.24], [-4.23, -9.79, 3.90], [9.06, 1.96, -7.58], [8.60, -2.28, -2.68], [-6.52, 7.63, -1.70], [-5.66, 5.19, -2.06], [-2.75, -7.26, 3.92], [9.77, 1.55, -10.40], [11.37, 1.62, -8.52], [6.41, -1.49, -2.27], [-1.85, 3.76, 6.15], [7.60, -0.98, -4.52], [-1.89, -9.49, 3.68], [2.82, 0.45, 0.75], [-0.79, 0.71, 0.93], [-1.20, 4.51, 3.74], [-4.33, 6.93, -1.17], [-2.69, -1.13, 9.02], [-0.12, -0.49, 0.96], [-3.07, -6.83, 2.58], [0.27, -1.04, -0.40], [-7.90, 7.25, -1.74], [0.20, -3.45, -1.50], [-1.45, -2.60, 0.39], [8.46, 1.77, -10.96], [-0.20, -0.24, -1.61], [-1.16, 2.47, -3.25], [6.76, -0.23, -1.70], [-0.25, 4.40, -1.78], [0.17, 4.67, 4.10], [-0.08, -2.53, -0.31], [0.19, 1.74, -3.16], [-4.76, -0.96, -0.18], [-1.21, -1.54, 1.50], [-3.46, -2.27, 8.62], [-2.13, 7.20, 4.78], [0.38, 1.17, -1.74], [-5.84, 7.72, -4.76], [-0.58, -9.28, 4.21], [-3.92, 0.13, -0.85], [0.98, -0.56, 1.98], [-4.77, 6.77, 0.18], [-2.67, -2.57, -0.55], [8.73, -3.48, -1.88], [9.26, 1.30, -6.32], [-4.06, 0.90, 7.12], [4.82, -2.22, -4.34], [2.01, 0.54, 1.91], [-2.28, 2.11, 3.98], [-6.11, -1.08, -0.94], [-1.12, 3.97, -2.96], [-4.00, -11.17, 4.24], [-0.59, -3.30, -2.80], [10.29, -1.13, -9.19], [-4.07, -2.34, 0.04], [0.03, -1.33, 9.46], [3.39, 1.65, 0.40], [-3.23, -11.60, 3.60], [-4.91, 0.82, 6.44], [1.26, -3.37, -1.72], [0.18, -0.80, -2.47], [-0.84, -2.10, 2.36], [-0.30, 5.48, -1.64], [-0.62, -8.97, 5.26], [-6.93, -0.81, -0.29], [1.46, -1.53, 1.94], [10.21, -1.97, -8.51], [0.75, 4.02, 3.44], [-0.86, 4.53, -3.86], [-2.68, -3.56, -0.99], [-3.07, 0.47, -0.26], [-8.01, 6.18, -1.85], [-1.10, -2.35, -2.93], [-0.05, -10.23, 4.14], [-0.61, 3.92, -0.86], [-3.87, 6.74, 0.79], [0.08, -3.45, -3.65], [8.77, 0.33, -6.31], [-6.43, 7.53, -5.65], [0.50, -0.47, 2.96], [-4.42, 0.88, 8.15], [7.37, -0.39, -0.81], [-2.63, -7.50, 1.84], [-1.28, -0.22, -1.71], [-4.15, -6.79, 2.43], [-1.53, 2.36, -4.27], [10.32, 1.20, -6.10], [-3.08, -2.70, 7.70], [-3.53, -0.22, -1.81], [8.79, 1.93, -5.56], [8.76, -4.36, -2.51], [0.57, -2.93, 0.48], [4.31, -2.00, -3.40], [-1.89, 7.15, 3.71], [8.07, 2.75, -10.67], [0.49, 5.70, 3.94], [-1.58, 8.02, 5.23], [9.95, -1.43, -10.18], [-2.66, -5.83, 2.45], [-4.03, -2.55, 1.11], [7.91, -3.55, -1.17], [-1.91, 2.00, -2.62], [7.77, 0.99, -10.64], [-3.72, -11.27, 5.29], [-2.94, 1.28, 3.78], [-6.14, 8.67, -4.32], [8.56, 1.74, -12.04], [-3.53, 1.83, 6.92], [-6.13, -0.36, -1.76], [2.62, 0.47, 2.81], [4.21, -2.89, -4.94], [-0.05, -8.53, 3.63], [-8.41, 7.76, -2.57], [11.32, -0.79, -9.24], [-4.79, 7.75, -5.03], [-0.59, -1.67, 10.29], [5.85, 0.28, -1.42], [-5.03, -0.58, 0.80], [-2.14, 4.28, -2.72], [-3.20, 7.39, 4.91], [-5.32, 5.83, 0.29], [-4.94, -11.69, 4.06], [-1.65, 1.85, 4.83], [0.79, 4.12, -1.91], [0.13, -2.11, 8.71], [1.41, 1.24, -1.39], [-3.39, -3.00, 9.42], [-5.39, 7.61, 0.49], [-4.73, -3.10, -0.37], [2.68, 2.49, 0.33], [-0.14, 1.42, 0.81], [7.31, 0.39, -2.41], [-2.43, -1.91, -1.38], [-4.53, 1.00, -1.07], [-6.26, -2.07, -1.35], [1.35, -1.06, -0.54], [-8.35, 7.58, -0.81], [-0.22, 1.82, -1.10], [5.00, -1.30, -4.90], [0.05, -4.47, -1.16], [1.52, 1.53, 1.96], [1.01, -1.05, 9.83], [-4.51, -1.98, 8.49], [9.67, -3.40, -1.34], [1.01, 2.42, -3.38], [-1.66, 2.28, 3.10], [0.16, 0.89, -3.83], [0.35, 4.38, 5.13]]}